[1]
{
  "formula": "C42H49FeGe2N6O6S",
  "method": "the ωB97M-V functional and the def2-TZVPD basis",
  "orbital_gap_ev": [5.86, 6.79],
  "total_charge": 2,
  "e_homo_ev": [-11.48, -13.07],
  "multiplicity": 6,
  "species": ["Fe", "C", "C", "Ge", "C", "C", "C", "C", "Ge", "C", "C", "C", "C", "C", "C", "C", "C", "C", "C", "H", "H", "H", "H", "H", "H", "H", "H", "H", "H", "H", "H", "H", "H", "H", "H", "H", "H", "H", "H", "H", "H", "H", "H", "H", "H", "N", "C", "C", "C", "C", "C", "C", "N", "C", "C", "C", "S", "C", "N", "H", "H", "H", "H", "H", "H", "H", "O", "C", "O", "C", "C", "C", "C", "C", "C", "N", "O", "O", "N", "O", "O", "H", "H", "H", "C", "N", "C", "C", "C", "C", "C", "C", "C", "C", "H", "H", "H", "H", "H", "H", "H", "H", "H", "H", "H", "H", "H"],
  "positions_angstrom": [[-0.56, -1.11, 1.05], [4.49, 1.78, -1.08], [3.34, 0.77, -1.10], [1.99, 1.36, 0.18], [2.62, 1.60, 2.00], [2.96, 3.06, 2.30], [1.07, 2.93, -0.51], [-0.18, 2.97, -0.97], [-1.28, 1.33, -1.08], [-2.81, 1.16, 0.18], [-4.14, 1.56, -0.46], [-1.96, 1.10, -2.91], [-2.51, 2.36, -3.60], [-0.81, 4.22, -1.46], [-2.03, 4.63, -0.92], [-2.62, 5.80, -1.35], [-2.02, 6.56, -2.34], [-0.80, 6.16, -2.89], [-0.20, 4.99, -2.44], [5.31, 1.43, -1.70], [4.89, 1.93, -0.07], [4.18, 2.75, -1.46], [3.69, -0.22, -0.82], [2.90, 0.70, -2.10], [3.50, 0.96, 2.10], [1.87, 1.22, 2.69], [3.68, 3.48, 1.60], [3.38, 3.16, 3.30], [2.07, 3.69, 2.27], [1.63, 3.86, -0.45], [-2.61, 1.76, 1.07], [-2.87, 0.12, 0.52], [-4.16, 2.61, -0.74], [-4.96, 1.39, 0.24], [-4.36, 0.98, -1.36], [-2.74, 0.34, -2.85], [-1.16, 0.67, -3.50], [-3.31, 2.84, -3.03], [-2.91, 2.08, -4.57], [-1.73, 3.10, -3.76], [-2.49, 4.05, -0.13], [-3.56, 6.13, -0.92], [-2.49, 7.48, -2.69], [-0.33, 6.75, -3.66], [0.74, 4.67, -2.87], [-1.49, 0.27, 4.98], [-1.28, 1.58, 4.55], [-1.36, 2.79, 5.22], [-1.08, 3.92, 4.49], [-0.72, 3.83, 3.13], [-0.64, 2.62, 2.48], [-0.93, 1.47, 3.21], [-0.93, 0.12, 2.83], [-1.28, -0.53, 3.92], [-1.41, -1.98, 3.94], [-1.50, -2.84, 4.99], [-1.49, -4.44, 4.42], [-1.36, -3.87, 2.82], [-1.34, -2.57, 2.70], [-1.79, -0.01, 5.90], [-1.63, 2.85, 6.27], [-1.14, 4.89, 4.96], [-0.51, 4.74, 2.58], [-0.35, 2.58, 1.44], [-1.53, -2.62, 6.04], [-1.25, -4.55, 1.99], [1.57, -0.99, 1.15], [1.70, -2.23, 0.84], [0.70, -2.99, 0.87], [3.03, -2.74, 0.41], [3.09, -3.81, -0.47], [4.32, -4.24, -0.91], [5.51, -3.66, -0.49], [5.40, -2.60, 0.40], [4.19, -2.13, 0.85], [6.64, -1.92, 0.85], [6.49, -0.92, 1.52], [7.69, -2.42, 0.52], [4.38, -5.36, -1.87], [3.32, -5.81, -2.25], [5.47, -5.74, -2.21], [2.19, -4.29, -0.83], [6.47, -4.01, -0.83], [4.17, -1.29, 1.54], [-3.91, -4.71, -1.91], [-3.19, -4.01, -0.79], [-1.87, -4.67, -0.51], [-3.05, -2.49, -0.98], [-1.82, -2.11, -1.74], [-1.73, -2.44, -3.10], [-0.56, -2.25, -3.80], [0.53, -1.68, -3.15], [0.39, -1.26, -1.84], [-0.77, -1.46, -1.06], [-4.05, -5.75, -1.61], [-3.29, -4.67, -2.80], [-4.86, -4.23, -2.07], [-3.78, -4.13, 0.03], [-1.40, -4.91, -1.46], [-2.07, -5.59, 0.04], [-1.23, -3.99, 0.04], [-2.99, -2.10, 0.04], [-3.98, -2.16, -1.43], [-2.59, -2.84, -3.62], [-0.50, -2.52, -4.85], [1.46, -1.53, -3.68], [1.24, -0.76, -1.39]],
  "mulliken_spin": [3.9573, 0.0202, 0.0199, 0.2367, 0.0821, -0.0008, 0.0046, -0.0421, 0.2812, 0.1665, 0.0195, 0.0614, 0.0015, 0.0298, 0.0048, -0.0030, 0.0076, -0.0023, 0.0024, 0.0048, -0.0026, -0.0058, -0.0027, 0.0071, 0.0066, -0.0121, -0.0006, 0.0004, 0.0001, 0.0078, 0.0024, -0.0384, -0.0008, 0.0016, -0.0008, 0.0005, -0.0004, -0.0008, 0.0013, 0.0000, 0.0009, -0.0001, 0.0003, -0.0001, 0.0001, 0.0032, -0.0020, -0.0003, 0.0002, -0.0056, 0.1356, -0.0731, 0.0274, 0.0201, 0.0171, 0.0030, 0.0045, 0.0153, 0.0096, -0.0002, 0.0001, 0.0000, -0.0002, -0.1666, 0.0003, -0.0013, 0.0453, -0.0361, 0.0555, 0.0001, 0.0068, 0.0015, 0.0013, 0.0004, 0.0045, 0.0000, -0.0001, 0.0000, 0.0000, 0.0000, 0.0000, -0.0006, 0.0000, 0.0017, 0.0002, 0.0011, 0.0085, 0.0458, 0.0318, -0.0088, 0.0237, -0.0119, -0.0332, -0.1421, 0.0002, 0.0001, 0.0000, 0.0007, 0.0006, 0.0001, 0.0150, -0.0109, 0.0006, 0.0013, 0.0015, 0.0029, 0.1896]
}



[2]
{
  "formula": "C42H50N10O4P2S",
  "method": "the ωB97M-V functional and the def2-TZVPD basis",
  "orbital_gap_ev": 8.96,
  "e_homo_ev": -8.94,
  "multiplicity": 1,
  "smiles": "CCCCN[C@](C#N)(CC(=O)OC(C)=O)[C@](C#N)([PH2]=S)P(N)O.c1ccncc1.c1ccncc1.c1ccncc1.c1ccncc1.c1ccncc1.c1ccncc1",
  "species": ["C", "C", "C", "C", "N", "C", "C", "N", "C", "C", "O", "O", "C", "C", "O", "C", "C", "N", "P", "S", "P", "N", "O", "H", "H", "H", "H", "H", "H", "H", "H", "H", "H", "H", "H", "H", "H", "H", "H", "H", "H", "H", "H", "C", "C", "C", "N", "C", "C", "H", "H", "H", "H", "H", "C", "C", "C", "N", "C", "C", "H", "H", "H", "H", "H", "C", "C", "C", "N", "C", "C", "H", "H", "H", "H", "H", "C", "C", "C", "N", "C", "C", "H", "H", "H", "H", "H", "C", "C", "C", "N", "C", "C", "H", "H", "H", "H", "H", "C", "C", "C", "N", "C", "C", "H", "H", "H", "H", "H"],
  "positions_angstrom": [[4.51, -2.69, 4.90], [4.06, -2.77, 3.44], [4.99, -2.02, 2.50], [5.14, -0.51, 2.77], [4.19, 0.24, 1.95], [4.03, 1.67, 2.24], [3.69, 2.33, 0.96], [3.46, 2.85, -0.03], [5.31, 2.39, 2.72], [6.44, 2.34, 1.72], [6.53, 1.61, 0.79], [7.41, 3.29, 1.99], [8.19, 2.98, 3.11], [9.07, 1.77, 2.95], [8.14, 3.64, 4.09], [2.80, 1.90, 3.23], [2.47, 0.73, 4.00], [2.24, -0.19, 4.64], [1.17, 2.23, 2.32], [0.56, 0.74, 1.26], [3.06, 3.35, 4.44], [3.92, 2.53, 5.69], [1.60, 3.44, 5.15], [5.60, -2.66, 4.94], [4.14, -1.80, 5.41], [4.22, -3.59, 5.44], [3.04, -2.42, 3.30], [4.07, -3.82, 3.14], [4.68, -2.12, 1.46], [5.99, -2.45, 2.60], [4.96, -0.28, 3.82], [6.18, -0.24, 2.55], [4.46, 0.16, 0.98], [5.13, 3.45, 2.89], [5.67, 2.00, 3.67], [9.17, 1.46, 1.92], [8.64, 0.94, 3.51], [10.05, 1.98, 3.36], [0.32, 2.47, 3.40], [1.30, 3.47, 1.69], [4.68, 3.14, 5.96], [4.29, 1.63, 5.41], [1.51, 2.76, 5.83], [-0.08, -4.02, 7.86], [0.73, -3.25, 7.05], [0.44, -1.90, 6.90], [-0.59, -1.30, 7.50], [-1.36, -2.05, 8.28], [-1.16, -3.41, 8.49], [0.11, -5.07, 8.00], [1.58, -3.68, 6.54], [1.05, -1.27, 6.27], [-2.20, -1.54, 8.75], [-1.82, -3.97, 9.13], [-2.08, -2.71, 1.40], [-2.50, -4.03, 1.45], [-2.34, -4.73, 2.63], [-1.80, -4.21, 3.73], [-1.39, -2.94, 3.67], [-1.52, -2.15, 2.54], [-2.19, -2.12, 0.50], [-2.95, -4.50, 0.58], [-2.66, -5.76, 2.71], [-0.95, -2.54, 4.58], [-1.17, -1.12, 2.54], [-6.53, -3.09, -3.03], [-6.66, -4.15, -2.15], [-5.52, -4.62, -1.51], [-4.31, -4.11, -1.70], [-4.20, -3.10, -2.55], [-5.27, -2.55, -3.24], [-7.40, -2.69, -3.55], [-7.62, -4.61, -1.96], [-5.58, -5.45, -0.81], [-3.20, -2.70, -2.69], [-5.13, -1.72, -3.92], [6.30, 5.82, -2.80], [6.13, 4.69, -2.02], [7.24, 4.18, -1.36], [8.46, 4.72, -1.43], [8.60, 5.80, -2.19], [7.55, 6.39, -2.89], [5.46, 6.24, -3.33], [5.17, 4.20, -1.92], [7.16, 3.30, -0.74], [9.60, 6.22, -2.24], [7.73, 7.27, -3.49], [-9.65, -0.05, -7.32], [-9.90, 0.36, -6.02], [-9.57, -0.49, -4.98], [-9.02, -1.69, -5.16], [-8.79, -2.08, -6.41], [-9.08, -1.30, -7.52], [-9.88, 0.59, -8.16], [-10.34, 1.33, -5.82], [-9.75, -0.20, -3.95], [-8.35, -3.06, -6.53], [-8.86, -1.66, -8.52], [-8.39, 2.51, -12.57], [-8.83, 1.19, -12.52], [-8.67, 0.49, -11.33], [-8.11, 1.01, -10.23], [-7.70, 2.27, -10.30], [-7.81, 3.06, -11.44], [-8.50, 3.09, -13.47], [-9.28, 0.72, -13.37], [-9.00, -0.54, -11.25], [-7.25, 2.67, -9.40], [-7.46, 4.08, -11.43]],
  "lowdin_charge": [-0.1143, -0.2580, -0.1827, -0.2049, 0.0328, -0.4352, -0.2296, 0.2336, -0.0702, -0.4419, 0.1632, 0.0774, -0.4808, 0.0349, 0.1559, -0.6007, -0.3373, 0.2465, 0.3836, 0.2097, 0.8409, -0.1302, -0.3233, 0.0725, 0.0406, 0.0644, 0.0935, 0.1039, 0.1134, 0.1083, 0.0988, 0.1047, 0.1214, 0.1107, 0.1202, 0.0946, 0.0985, 0.0984, -0.0118, -0.0011, 0.0420, 0.0261, 0.0704, -0.0781, -0.0724, -0.1753, 0.0516, -0.1625, -0.0759, 0.1045, 0.0946, 0.0500, 0.0996, 0.0985, -0.0761, -0.0749, -0.1644, 0.0494, -0.1490, -0.0800, 0.1020, 0.0772, 0.0978, 0.0844, 0.0398, -0.0744, -0.0709, -0.1584, 0.0467, -0.1581, -0.0710, 0.0750, 0.1005, 0.1018, 0.1015, 0.1002, -0.0814, -0.0653, -0.1457, 0.0570, -0.1620, -0.0788, 0.1043, 0.0849, 0.0767, 0.1001, 0.0984, -0.0830, -0.0717, -0.1547, 0.0419, -0.1525, -0.0711, 0.0897, 0.0999, 0.1034, 0.1040, 0.0951, -0.0795, -0.0722, -0.1552, 0.0529, -0.1512, -0.0719, 0.1056, 0.1015, 0.1013, 0.1052, 0.1014]
}



no.,largest force on an atom (eV/Å)
1,0.59
2,1.28